No. 1
# C3H3NOS2

C3H3NOS2 in the gas phase at a distorted geometry (the ωB97M-V functional and the def2-TZVPD basis, the Open Molecules 2025 dataset).

The lowest unoccupied orbital energy is -1.33 eV. As for the total energy: -28366.026 eV. The energy relative to the best compared isomer or geometry (same formula, charge and spin) is 41.7 kcal per mole. The value obtained for the HOMO energy is -9.39 eV. The largest force on an atom comes out at 4.6 eV/A.

XYZ file:
```
10
Properties=species:S:1:pos:R:3:forces:R:3
O -0.67428 0.02306 -2.23334 0.52 -1.23 3.23
C -0.32417 -0.57931 -1.21399 0.01 -0.03 -4.61
N -0.01204 0.00619 0.01006 -0.03 1.08 1.28
C -0.89631 0.88064 0.62932 -2.28 1.03 0.06
S -2.48383 1.23126 0.24049 2.33 -0.69 0.30
C 1.19110 -0.27081 0.63100 1.76 -1.34 -0.36
S 2.44501 -1.25419 0.09065 -2.04 1.43 0.55
H -0.05280 -1.64903 -1.27353 -0.26 0.24 0.27
H -0.49012 1.37692 1.52174 0.16 -0.38 -0.39
H 1.29743 0.23528 1.59758 -0.18 -0.10 -0.33
```
Positions in Å, forces in eV/Å.

Results of the natural (NBO) charge analysis, in e, for atoms 1 through 8: O -0.461; C 0.547; N -0.529; C -0.084; S 0.032; C -0.060; S -0.019; H 0.158

No. 2
# C5H5Cl

C5H5Cl in the gas phase at a distorted geometry (the ωB97M-V functional and the def2-TZVPD basis, the Open Molecules 2025 dataset).

The lowest unoccupied orbital energy is 0.96 eV. As for the total energy: -17785.123 eV. The energy relative to the best compared isomer or geometry (same formula, charge and spin) is 56.2 kcal per mole. The value obtained for the HOMO energy is -10.11 eV. The largest force on an atom comes out at 4.1 eV/A.

XYZ file:
```
11
Properties=species:S:1:pos:R:3:forces:R:3
C 1.39957 -2.06422 0.00296 -0.05 1.07 0.31
C 1.05039 -0.93322 0.14955 -0.77 1.82 -0.34
C 0.58756 0.49422 0.26187 3.36 -1.47 -0.42
Cl 1.94369 1.59461 -0.33470 -0.18 -0.30 -0.04
C -0.62614 0.79346 -0.47223 -2.03 -0.80 0.78
C -1.78375 0.34148 0.02442 0.91 2.79 -2.86
H 1.99086 -2.90187 0.03829 0.57 -1.72 -0.16
H 0.64997 0.71822 1.30340 -0.83 0.31 0.71
H -0.58254 1.33609 -1.41058 0.07 0.02 0.26
H -2.62515 0.76812 -0.44829 -1.17 -0.15 -0.76
H -2.00446 -0.14688 0.88532 0.11 -1.58 2.52
```
Positions in Å, forces in eV/Å.

Results of the natural (NBO) charge analysis, in e, for atoms 1 through 8: C -0.207; C -0.016; C -0.255; Cl -0.079; C -0.203; C -0.347; H 0.229; H 0.250

No. 3
# C4H4N2O2S

C4H4N2O2S in the gas phase at a distorted geometry (the ωB97M-V functional and the def2-TZVPD basis, the Open Molecules 2025 dataset).

The lowest unoccupied orbital energy (alpha / beta) is -0.75 / -0.75 eV. As for the total energy: -22114.366 eV. The energy relative to the best compared isomer or geometry (same formula, charge and spin) is 214.0 kcal per mole. The value obtained for the HOMO energy (alpha / beta) is -8.30 / -8.30 eV. The largest force on an atom comes out at 3.6 eV/A.

XYZ file:
```
13
Properties=species:S:1:pos:R:3:forces:R:3
C 0.03326 1.82238 -0.11918 -1.19 0.96 0.60
C 1.69789 0.07041 -0.57333 -0.52 2.00 -1.04
C -2.11378 -0.04662 -0.11531 3.51 0.94 -0.29
C 2.63614 -0.84040 0.05286 -1.71 1.69 1.21
N 0.91707 0.91945 -0.25379 0.93 -1.72 -0.63
N -3.10604 -0.87454 0.05829 -1.41 0.02 -0.08
O -3.40393 -0.94575 1.26078 -0.67 -0.99 -0.23
O -3.58588 -1.44719 -0.91991 -0.31 -0.23 0.77
S -1.77839 1.47912 -0.06866 0.49 1.16 -0.09
H 0.39608 2.85665 0.08165 -0.91 -0.83 -0.34
H 2.73074 -0.39874 1.04388 0.34 -0.93 0.54
H 2.01248 -1.69478 -0.03102 0.17 -1.70 0.61
H 3.56437 -0.90000 -0.41626 1.26 -0.37 -1.04
```
Positions in Å, forces in eV/Å.

Results of the natural (NBO) charge analysis, in e, for atoms 1 through 8: C -0.347; C 0.336; C -0.195; C -0.689; N -0.273; N 0.416; O -0.420; O -0.407